Formula: C24H13Br2CeClF6N5O7S2
Source: the Open Molecules 2025 dataset
Level of theory: ωB97M-V with the def2-TZVPD basis set

The geometry in XYZ format:
```
61
Properties=species:S:1:pos:R:3:forces:R:3
Ce -0.902439 1.096792 0.004852 3.732 0.770 3.758
O 6.095409 0.061128 -3.074470 -0.179 0.076 0.082
N 5.381490 -0.916795 -3.173441 0.523 -0.135 -0.212
O 5.697307 -1.941738 -3.738558 -0.143 0.085 0.019
C 4.064324 -0.895127 -2.524144 -0.606 -0.337 0.329
C 3.573187 -2.099846 -2.159793 0.452 0.240 -0.206
C 2.349024 -2.207397 -1.451941 -0.368 0.151 0.221
C 1.902482 -3.444706 -0.955121 0.000 0.093 -0.007
C 0.753966 -3.484237 -0.213750 0.041 -0.112 -0.003
C 0.045079 -2.298231 -0.016885 0.012 0.059 -0.010
N 0.418527 -1.126447 -0.504839 -0.283 -0.052 -0.067
C 1.580673 -1.059239 -1.191758 0.267 -0.074 -0.051
C 2.078572 0.231458 -1.622068 0.269 -0.174 -0.054
N 1.321577 1.322896 -1.363290 0.012 0.100 0.049
C 1.777974 2.508986 -1.723836 -0.075 0.008 0.045
C 3.012772 2.699696 -2.334227 0.117 -0.046 -0.134
C 3.794736 1.610913 -2.609856 -0.079 -0.007 0.068
C 3.341226 0.323513 -2.255514 -0.098 0.183 -0.039
H 4.144414 -2.990056 -2.381890 -0.002 -0.018 0.000
H 2.485202 -4.336791 -1.145905 -0.015 -0.011 0.002
H 0.385138 -4.406041 0.212674 -0.004 0.012 0.004
H -0.865201 -2.315219 0.567335 -0.016 0.005 -0.015
H 1.147737 3.362473 -1.515527 -0.029 -0.010 -0.004
H 3.343973 3.696996 -2.585600 -0.040 0.000 -0.013
H 4.754785 1.732408 -3.078923 0.053 0.004 -0.038
Br 3.297500 0.437373 3.122466 -0.011 -0.072 0.122
C 1.583213 -0.247571 3.511299 0.006 0.310 -0.772
C 1.364915 -0.959688 4.690222 -0.245 -0.157 0.133
C 0.122076 -1.465850 4.962083 0.223 -0.132 0.335
Br -0.139940 -2.427694 6.576561 0.031 0.077 -0.148
C -0.951648 -1.269016 4.070516 -0.119 0.095 -0.276
C -2.263610 -1.748498 4.277928 -0.006 0.061 -0.095
C -3.251746 -1.451447 3.378486 -0.008 -0.057 0.058
C -2.936637 -0.695575 2.244447 0.061 0.038 -0.123
N -1.713387 -0.272868 1.982597 0.027 0.079 -0.115
C -0.713172 -0.535197 2.877879 0.354 0.066 0.154
C 0.587726 -0.008940 2.563932 0.039 -0.519 1.087
O 0.800166 0.664391 1.473136 -1.103 0.395 -0.833
H 2.182868 -1.107445 5.380842 -0.009 -0.002 0.009
H -2.477789 -2.346536 5.152812 0.005 0.037 0.034
H -4.265397 -1.794235 3.527528 -0.003 0.020 -0.006
H -3.704303 -0.432197 1.526142 -0.004 -0.033 -0.002
F -3.312376 4.492322 -2.274727 -0.265 -0.261 -0.346
C -2.933936 3.605842 -1.399196 0.293 0.252 0.289
F -3.034594 4.119922 -0.183806 -0.129 -0.089 0.004
F -1.611092 3.322984 -1.618196 -0.334 -0.088 0.032
S -3.854757 1.983294 -1.426228 -0.675 1.376 -0.872
O -3.102092 1.241042 -0.402705 -1.184 0.085 0.570
O -5.208774 2.283065 -1.165014 0.010 -0.162 -0.017
N -3.569186 1.395850 -2.855987 0.228 -0.078 0.260
S -2.424850 0.316403 -2.932635 -0.965 -0.865 -0.762
O -2.162533 -0.148476 -4.239988 -0.056 0.247 -0.056
O -1.264304 0.699582 -2.126444 0.335 -0.390 -1.475
C -3.134372 -1.161786 -1.986908 -0.069 -0.258 0.092
F -2.963478 -2.265278 -2.678604 0.142 0.092 -0.024
F -2.495677 -1.306006 -0.793747 -0.121 0.082 -0.348
F -4.422156 -0.987051 -1.743092 0.110 0.041 0.009
Cl 0.127279 3.740167 0.863728 -0.128 -0.407 -0.157
C -1.169928 2.897577 1.793741 0.383 0.003 -0.256
H -1.953659 3.637324 1.932047 -0.246 -0.276 -0.157
H -0.712284 2.668828 2.755359 -0.108 -0.319 -0.069
```
Positions in Å, forces in eV/Å.

Properties
Net charge ... +1
Orbital gap (alpha / beta) ... 0.216 / 0.215 hartree
Relative energy (zero: lowest compared OMol25 entry of this formula, charge and spin) ... 13.4 kcal/mol
HOMO (alpha / beta) ... -10.64 / -10.64 eV